59
Properties=species:S:1:pos:R:3 method="wB97M-V/def2-TZVPD" e_homo_ev="-10.982 / -10.835" charge=+1 total_energy_ev=-76401.8520 mol_weight_da=697.17 multiplicity=3 largest_force_ev_per_a=2.90
Pd -1.06 0.29 -1.22
C 1.49 -3.20 -2.17
N 2.12 -2.62 -0.94
C 2.80 -3.57 -0.03
P 1.98 -1.04 -0.49
O 0.98 -0.35 -1.39
O 1.46 -1.01 1.06
P 0.15 -0.46 1.75
O -0.09 0.93 1.38
N 0.44 -0.72 3.31
C 0.08 -2.02 3.92
C 1.61 0.03 3.78
N -1.08 -1.39 1.18
C -2.48 -1.09 1.58
C -1.03 -2.76 0.79
N 3.45 -0.30 -0.45
C 3.72 0.97 0.23
C 4.54 -0.82 -1.20
H 0.63 -3.86 -1.90
H 2.18 -3.81 -2.75
H 1.18 -2.36 -2.78
H 2.19 -4.16 0.61
H 3.49 -2.99 0.60
H 3.43 -4.31 -0.52
H -0.67 -2.43 3.23
H -0.30 -1.81 4.94
H 0.93 -2.70 3.97
H 2.05 -0.48 4.64
H 1.32 1.04 4.09
H 2.45 0.03 3.14
H -2.58 -0.08 1.92
H -2.81 -1.69 2.47
H -3.15 -1.21 0.72
H -0.13 -3.03 0.25
H -1.90 -2.94 0.14
H -1.18 -3.36 1.70
H 2.75 1.52 0.42
H 4.34 1.61 -0.44
H 4.27 0.85 1.11
H 4.25 -1.65 -1.80
H 5.37 -1.17 -0.56
H 4.93 0.02 -1.84
Cl -4.93 5.94 -2.06
C -4.45 4.30 -1.88
C -5.42 3.36 -1.67
C -5.05 2.03 -1.42
I -6.31 0.36 -1.26
C -3.68 1.68 -1.43
O -3.27 0.55 -1.13
C -2.69 2.72 -1.76
N -1.41 2.33 -2.00
C -0.52 3.28 -2.33
C -0.82 4.61 -2.35
C -2.11 5.01 -2.15
C -3.10 4.05 -1.93
H -6.46 3.65 -1.62
H 0.46 2.84 -2.53
H -0.08 5.31 -2.70
H -2.29 6.10 -2.25